Record 1
{"formula": "C31H36Cl48N2O2", "method": "the ωB97M-V functional and the def2-TZVPD basis", "elements": ["C", "C", "C", "C", "C", "C", "C", "C", "C", "N", "C", "C", "C", "C", "C", "O", "N", "C", "O", "H", "H", "H", "H", "H", "H", "H", "H", "H", "H", "H", "H", "H", "H", "H", "H", "H", "H", "H", "H", "C", "Cl", "Cl", "Cl", "H", "C", "Cl", "Cl", "Cl", "H", "C", "Cl", "Cl", "Cl", "H", "C", "Cl", "Cl", "Cl", "H", "C", "Cl", "Cl", "Cl", "H", "C", "Cl", "Cl", "Cl", "H", "C", "Cl", "Cl", "Cl", "H", "C", "Cl", "Cl", "Cl", "H", "C", "Cl", "Cl", "Cl", "H", "C", "Cl", "Cl", "Cl", "H", "C", "Cl", "Cl", "Cl", "H", "C", "Cl", "Cl", "Cl", "H", "C", "Cl", "Cl", "Cl", "H", "C", "Cl", "Cl", "Cl", "H", "C", "Cl", "Cl", "Cl", "H", "C", "Cl", "Cl", "Cl", "H"], "coordinates": [[0.227093, 4.525113, 2.751425], [-0.926916, 4.669526, 3.874304], [-1.187054, 3.294204, 4.656027], [-2.215945, 2.293504, 3.944508], [-2.162243, 0.905690, 4.807971], [-1.840692, 1.897678, 2.447837], [-0.973623, 0.645445, 2.054062], [-0.696573, 0.313555, 0.541847], [0.201226, -0.960757, 0.136507], [-0.442968, -2.280621, 0.384530], [0.305582, -3.359712, -0.368964], [-1.252229, 1.185089, -0.633704], [-2.083496, 2.425552, -0.232646], [-2.367288, 2.739982, 1.260622], [-3.264261, 4.048876, 1.204720], [-3.912605, 4.630889, 2.096981], [-3.275229, 4.508763, -0.215765], [-2.742075, 3.523803, -1.180026], [-2.791639, 3.594790, -2.424674], [1.213306, 4.858547, 3.255435], [0.399713, 3.453221, 2.405530], [-0.054144, 5.243809, 1.901180], [-0.507966, 5.410375, 4.655604], [-1.890031, 5.159519, 3.486121], [-0.196169, 2.776610, 4.951295], [-1.671452, 3.584807, 5.667536], [-3.293364, 2.680299, 3.991399], [-2.625942, 0.061605, 4.200520], [-1.041054, 0.701034, 4.987450], [-2.647748, 1.080112, 5.823399], [-0.551697, -0.014486, 2.876213], [1.148828, -0.919483, 0.802851], [0.494667, -0.830264, -0.965320], [-0.337568, -2.479717, 1.395421], [-0.439378, -3.864272, -1.076234], [0.656901, -4.147528, 0.384640], [1.201983, -2.954718, -0.947554], [-1.048272, 0.916632, -1.722010], [-2.634362, 5.327439, -0.177745], [-2.092946, -3.891012, 4.235246], [-0.521614, -3.327509, 3.645460], [-3.358982, -2.716319, 3.854964], [-2.482680, -5.468866, 3.539752], [-2.035968, -3.996639, 5.316815], [4.377602, -4.088277, -0.895110], [3.924782, -3.058422, 0.472164], [4.142865, -5.798177, -0.495208], [3.450358, -3.649556, -2.337213], [5.433152, -3.931328, -1.106458], [7.820277, -4.919455, -3.041419], [9.548744, -4.548160, -2.973232], [7.303355, -5.754623, -1.568442], [6.876373, -3.441915, -3.278187], [7.644719, -5.578885, -3.889155], [0.027415, 8.754913, 2.689652], [-0.781487, 7.869689, 1.387417], [-0.334625, 8.024701, 4.259900], [1.774525, 8.804789, 2.414551], [-0.348255, 9.776791, 2.692682], [-0.753913, -7.486283, -1.261238], [-1.879836, -6.129765, -1.406766], [0.870316, -6.914982, -0.842796], [-1.333585, -8.642821, -0.056162], [-0.702114, -7.989952, -2.221918], [-3.587816, 7.381562, 7.118398], [-4.152071, 7.707753, 8.763285], [-3.041366, 8.873578, 6.340437], [-2.290550, 6.178105, 7.133212], [-4.420499, 6.980808, 6.543652], [-3.266751, -11.704817, -1.676477], [-3.836510, -11.365784, -0.035322], [-2.741576, -10.215282, -2.473226], [-1.953190, -12.889668, -1.645622], [-4.093470, -12.124585, -2.245923], [-4.868236, 6.135652, -2.842743], [-6.360668, 5.590386, -2.065298], [-4.975124, 5.943233, -4.598219], [-4.526612, 7.821185, -2.421336], [-4.048730, 5.518779, -2.480482], [6.555720, -0.691719, -6.101928], [7.219811, -2.312120, -6.354103], [6.506285, 0.204723, -7.627394], [4.941580, -0.786475, -5.382662], [7.207511, -0.158393, -5.411471], [3.329658, 1.386129, -1.378452], [3.972198, -0.249816, -1.607139], [3.306270, 2.263579, -2.915152], [1.708526, 1.327497, -0.672276], [3.983829, 1.917675, -0.689984], [-5.640484, -0.975642, 1.208021], [-4.922477, 0.627273, 1.415423], [-4.452794, -2.105948, 0.543953], [-6.280524, -1.574099, 2.747362], [-6.465716, -0.893061, 0.503502], [2.618453, 1.294754, -8.290471], [1.465296, 0.031551, -7.837446], [1.847053, 2.494796, -9.337208], [3.292082, 2.067262, -6.849059], [3.433837, 0.831775, -8.843070], [0.679654, -10.612569, -5.032077], [0.230899, -9.567001, -3.675913], [0.456945, -12.314358, -4.604720], [-0.264793, -10.203753, -6.470853], [1.732143, -10.450267, -5.255554], [-6.314817, -6.962203, 2.457323], [-5.597247, -5.360137, 2.672059], [-5.124502, -8.091986, 1.793944], [-6.959118, -7.566681, 3.990795], [-7.137433, -6.877358, 1.750105], [10.552671, 1.131330, -6.564854], [9.404950, 1.093936, -5.217452], [10.829650, -0.499987, -7.190048], [9.969220, 2.198636, -7.848950], [11.498983, 1.522960, -6.197238], [-0.173060, 12.396661, 5.002184], [1.505953, 11.919898, 5.289844], [-0.451319, 12.682593, 3.277584], [-1.282871, 11.162298, 5.614227], [-0.362647, 13.324490, 5.538215]], "forces_ev_per_angstrom": [[-0.13, 0.64, 0.76], [0.93, -0.11, 0.73], [-0.78, 0.93, 0.38], [0.62, -1.75, 0.33], [0.62, 1.01, -0.45], [0.38, -0.51, -3.43], [-1.58, 2.58, -2.92], [-1.65, 1.74, 0.44], [0.12, 0.74, 0.97], [0.96, 0.24, -0.20], [-0.51, -0.53, 0.23], [-1.18, 1.14, 4.11], [1.25, -2.52, 1.73], [1.13, -1.46, -1.54], [-0.65, -0.55, 1.41], [2.44, -1.88, -3.04], [0.92, 0.12, 0.27], [0.83, -0.89, 0.04], [0.16, -0.01, 4.46], [-1.48, -0.38, -1.06], [-0.52, 1.48, 0.23], [0.85, -1.31, 1.04], [-0.78, -1.22, -1.22], [1.36, -1.04, 0.48], [-1.49, 0.72, -0.84], [0.63, -0.60, -1.53], [1.69, -0.25, -0.34], [0.48, 1.05, 1.13], [-1.78, 0.01, -0.21], [0.50, -0.43, -1.40], [-0.59, 0.92, -1.36], [-1.13, 0.26, -1.32], [-0.57, -0.50, 1.77], [-0.29, 0.24, -1.10], [1.33, 0.69, 0.84], [-0.34, 0.99, -1.21], [-1.25, -0.57, 0.84], [-0.32, 0.43, 1.77], [-0.99, -0.19, -0.59], [-0.21, -0.14, -0.05], [0.08, -0.03, 0.27], [0.17, -0.18, 0.13], [0.36, 0.17, 0.18], [0.05, 0.04, -0.23], [-0.14, -0.03, 0.07], [0.10, -0.14, -0.03], [-0.08, 0.20, 0.02], [0.16, -0.11, 0.06], [-0.24, -0.04, 0.04], [0.12, 0.06, 0.05], [-0.15, -0.05, -0.06], [0.19, -0.02, -0.21], [0.07, -0.20, 0.16], [0.01, 0.14, 0.18], [0.07, -0.03, 0.16], [-0.04, 0.18, 0.02], [0.09, 0.20, -0.26], [-0.15, 0.04, 0.01], [0.06, -0.19, -0.01], [-0.03, 0.06, 0.29], [0.01, -0.21, -0.05], [-0.16, -0.09, -0.16], [0.23, 0.25, 0.16], [-0.10, 0.21, 0.22], [-0.02, 0.02, 0.05], [0.01, -0.05, -0.15], [-0.32, -0.37, 0.12], [-0.10, 0.08, -0.04], [0.18, 0.08, 0.10], [0.04, 0.07, 0.03], [-0.02, -0.05, -0.11], [-0.47, -0.39, -0.24], [-0.13, 0.08, -0.02], [0.17, 0.09, 0.12], [-0.04, -0.06, -0.01], [0.15, 0.03, -0.05], [0.04, 0.01, 0.15], [0.02, -0.08, 0.02], [-0.21, 0.07, -0.14], [-0.14, -0.06, 0.04], [0.04, 0.25, -0.23], [0.08, -0.03, 0.14], [0.17, -0.03, 0.03], [-0.20, -0.16, -0.24], [0.06, 0.07, 0.00], [-0.09, 0.22, 0.02], [0.03, -0.05, 0.11], [0.87, 0.76, -0.28], [-0.11, -0.11, -0.16], [0.07, -0.04, -0.13], [-0.06, -0.15, -0.02], [-0.12, 0.15, 0.00], [-0.08, 0.07, -0.11], [0.15, -0.01, 0.17], [-0.01, 0.02, 0.04], [0.13, 0.07, -0.05], [0.09, -0.11, 0.04], [-0.06, -0.01, -0.14], [-0.15, 0.08, 0.13], [-0.05, -0.09, -0.11], [0.42, -0.16, -0.28], [0.06, 0.18, -0.03], [0.12, -0.01, 0.13], [-0.22, -0.02, 0.07], [0.03, 0.10, 0.02], [-0.40, -0.13, -0.15], [-0.07, 0.08, -0.02], [0.00, 0.03, -0.12], [0.17, -0.05, 0.15], [0.01, -0.05, -0.22], [0.21, 0.11, 0.05], [-0.01, 0.16, 0.09], [0.09, -0.07, 0.16], [-0.22, -0.08, -0.04], [0.03, -0.02, 0.06], [-0.17, 0.05, -0.02], [0.01, 0.00, 0.09], [0.29, 0.41, -0.07], [0.04, -0.18, -0.13]], "lowdin_charge": [-0.119, -0.273, -0.184, -0.292, -0.093, -0.088, 0.067, -0.172, -0.303, -0.128, -0.158, 0.001, -0.024, -0.039, -0.326, 0.061, 0.106, -0.310, 0.069, 0.083, 0.061, 0.030, 0.036, 0.096, 0.127, 0.094, 0.146, 0.039, 0.081, 0.087, 0.093, 0.109, 0.084, -0.005, 0.032, 0.068, 0.024, 0.115, 0.147, -1.491, 0.564, 0.510, 0.515, 0.020, -1.541, 0.525, 0.499, 0.519, -0.078, -1.495, 0.533, 0.551, 0.524, 0.023, -1.509, 0.540, 0.530, 0.524, -0.025, -1.547, 0.559, 0.524, 0.499, -0.103, -1.515, 0.527, 0.475, 0.541, 0.021, -1.512, 0.512, 0.496, 0.520, 0.018, -1.558, 0.515, 0.522, 0.508, -0.043, -1.544, 0.499, 0.518, 0.505, -0.056, -1.480, 0.501, 0.524, 0.671, 0.019, -1.518, 0.577, 0.511, 0.496, 0.017, -1.547, 0.518, 0.522, 0.488, 0.003, -1.512, 0.546, 0.522, 0.530, 0.017, -1.529, 0.483, 0.506, 0.521, 0.016, -1.521, 0.555, 0.524, 0.523, 0.016, -1.517, 0.529, 0.534, 0.481, 0.017], "gap_ev": 7.85, "lumo_energy_ev": -1.0, "e_homo_ev": -8.8}

=====

Record 2
{"formula": "C31H36FN5O4SeSi2Ti", "method": "the ωB97M-V functional and the def2-TZVPD basis", "elements": ["Ti", "N", "C", "C", "C", "C", "C", "C", "C", "C", "N", "C", "H", "H", "H", "H", "H", "H", "H", "H", "O", "C", "C", "C", "C", "C", "C", "C", "O", "N", "O", "O", "H", "H", "H", "H", "C", "Si", "C", "C", "C", "C", "C", "C", "C", "Si", "C", "C", "H", "H", "H", "H", "H", "H", "H", "H", "H", "H", "H", "H", "H", "H", "H", "H", "C", "N", "C", "C", "N", "C", "C", "Se", "H", "H", "H", "H", "H", "H", "H", "H", "F"], "coordinates": [[0.992430, 0.438795, 0.195971], [2.331687, 1.715834, 1.552602], [2.734110, 2.882455, 0.806448], [3.161873, 4.080164, 1.409289], [3.513052, 5.112567, 0.552860], [3.455996, 4.967052, -0.826091], [3.020253, 3.767532, -1.454990], [2.934122, 3.547777, -2.832103], [2.573819, 2.238283, -3.268436], [2.214423, 1.256861, -2.413756], [2.130623, 1.469588, -1.015775], [2.640072, 2.714934, -0.554610], [1.895853, 1.936437, 2.443198], [3.129542, 1.109029, 1.728189], [3.185384, 4.181636, 2.487285], [3.836143, 6.063857, 0.966933], [3.736101, 5.801819, -1.461879], [3.213713, 4.321506, -3.536543], [2.599266, 1.993297, -4.326214], [1.973597, 0.255175, -2.740949], [-0.314290, 1.350633, 1.085796], [-0.644457, 1.006399, 2.365488], [-0.129706, -0.051711, 3.082861], [-0.649038, -0.312192, 4.400763], [-0.171748, -1.332361, 5.182608], [0.844844, -2.210184, 4.795860], [1.357700, -1.979728, 3.518540], [0.910282, -0.986028, 2.666938], [1.489148, -0.897926, 1.436354], [-0.760254, -1.501420, 6.514761], [-1.681880, -0.778022, 6.863633], [-0.318679, -2.386756, 7.235993], [-1.418882, 1.632406, 2.798305], [-1.438525, 0.316991, 4.785075], [1.215599, -2.983212, 5.447281], [2.176787, -2.579244, 3.154026], [-2.778964, 2.890872, -0.432089], [-3.226885, 1.086801, -0.728686], [-3.631907, 0.179478, 0.872377], [-4.714153, 0.964734, -1.928446], [-6.047337, 1.374247, -1.931716], [-6.866932, 1.071790, -3.009572], [-6.361655, 0.356103, -4.094219], [-5.036753, -0.055789, -4.102175], [-4.200698, 0.243084, -3.026386], [-2.371285, -0.115109, -2.545117], [-1.238299, 0.715712, -3.790031], [-2.135509, -1.985372, -2.512927], [-3.570023, 3.364499, 0.157272], [-2.696199, 3.421373, -1.382506], [-1.835077, 2.984762, 0.104275], [-4.132417, 0.847020, 1.579201], [-2.736825, -0.201130, 1.367019], [-4.303740, -0.653476, 0.653263], [-6.454700, 1.931508, -1.092888], [-7.904382, 1.389157, -3.012741], [-7.011062, 0.124315, -4.932012], [-4.658481, -0.610724, -4.956172], [-1.255477, 0.163659, -4.734905], [-0.208921, 0.774486, -3.435597], [-1.581169, 1.733491, -3.988704], [-2.335652, -2.383209, -3.512596], [-2.833177, -2.456121, -1.816850], [-1.116994, -2.239697, -2.222603], [5.383585, -3.334770, 0.049282], [4.060400, -3.796783, 0.394243], [3.735562, -4.555171, 1.504664], [2.393399, -4.664796, 1.523542], [1.906377, -3.969720, 0.441602], [0.509814, -3.716230, 0.153672], [2.930936, -3.442676, -0.274020], [2.786584, -2.492260, -1.831369], [6.095037, -4.156113, 0.140537], [5.680798, -2.511521, 0.700547], [5.351770, -2.975486, -0.977385], [4.482873, -4.926784, 2.181685], [1.738415, -5.137707, 2.232823], [-0.090385, -4.332255, 0.819900], [0.307689, -3.960432, -0.888138], [0.297277, -2.659225, 0.320018], [-0.064434, -0.446808, -1.081799]], "forces_ev_per_angstrom": [[-0.08, 0.52, -0.14], [0.10, -0.16, -0.04], [-0.05, 0.01, -0.11], [0.04, 0.01, -0.07], [0.00, 0.03, 0.12], [0.00, -0.03, -0.11], [0.02, 0.11, 0.14], [0.00, 0.13, 0.00], [-0.06, -0.25, -0.01], [0.10, -0.04, -0.25], [-0.28, -0.01, 0.16], [0.09, -0.04, 0.06], [-0.09, -0.01, -0.04], [-0.02, 0.02, 0.10], [0.00, 0.01, 0.00], [0.00, -0.01, 0.01], [0.00, 0.00, 0.00], [0.02, 0.00, 0.01], [0.00, -0.01, 0.00], [0.00, 0.01, -0.02], [0.26, -0.45, -0.21], [-0.07, 0.27, 0.12], [-0.11, -0.11, 0.28], [0.11, -0.04, -0.11], [-0.06, 0.01, 0.21], [0.05, 0.13, -0.20], [-0.02, 0.06, 0.14], [0.14, -0.03, -0.18], [-0.36, 0.03, 0.04], [-0.14, -0.14, -0.05], [0.05, 0.06, 0.01], [0.05, 0.03, 0.02], [0.01, -0.05, 0.05], [-0.01, 0.00, 0.01], [-0.01, 0.01, 0.01], [0.11, -0.16, -0.10], [-0.02, -0.14, -0.01], [-0.10, 0.01, 0.04], [0.04, 0.06, -0.07], [0.09, 0.01, 0.07], [-0.05, 0.05, 0.01], [0.00, -0.02, -0.02], [-0.02, 0.03, 0.01], [-0.03, -0.01, -0.07], [0.09, -0.08, 0.04], [0.00, 0.02, -0.11], [-0.04, -0.04, 0.08], [-0.01, 0.11, 0.01], [0.00, 0.03, 0.00], [0.01, 0.00, -0.01], [0.00, -0.04, 0.01], [-0.03, 0.00, 0.00], [0.03, 0.03, -0.02], [0.02, -0.03, 0.01], [0.00, 0.00, 0.00], [0.00, 0.00, 0.00], [0.00, 0.00, 0.00], [0.00, -0.01, 0.00], [0.01, 0.00, -0.01], [0.00, -0.03, 0.03], [-0.02, 0.00, 0.00], [0.00, -0.03, 0.00], [-0.01, 0.01, 0.01], [0.01, 0.03, -0.02], [0.05, -0.03, -0.01], [-0.04, 0.01, -0.01], [0.03, 0.00, -0.02], [-0.04, 0.00, 0.14], [0.20, -0.03, -0.03], [-0.08, 0.07, -0.05], [-0.17, 0.03, 0.01], [0.10, 0.03, -0.03], [0.00, 0.01, 0.00], [0.01, 0.00, -0.01], [0.01, -0.01, 0.00], [0.00, 0.00, 0.01], [0.00, 0.01, 0.02], [-0.02, 0.01, 0.00], [-0.03, 0.00, 0.02], [-0.03, -0.07, -0.04], [0.26, 0.09, 0.17]], "lowdin_charge": [1.086, 0.034, -0.271, -0.106, -0.171, -0.097, -0.216, -0.140, -0.170, -0.234, -0.109, -0.173, 0.102, 0.113, 0.072, 0.076, 0.081, 0.057, 0.081, 0.038, -0.290, -0.256, -0.192, 0.016, -0.216, -0.080, -0.059, -0.316, -0.254, -0.363, 0.022, 0.015, 0.100, 0.109, 0.080, 0.085, -0.193, 0.593, -0.194, -0.297, -0.105, -0.123, -0.123, -0.105, -0.294, 0.573, -0.185, -0.198, 0.021, 0.024, 0.013, 0.025, 0.011, 0.021, 0.093, 0.085, 0.085, 0.093, 0.024, -0.001, 0.028, 0.020, 0.023, 0.000, -0.054, -0.135, -0.067, -0.077, -0.119, -0.038, -0.747, 0.638, 0.084, 0.096, 0.033, 0.111, 0.121, 0.093, 0.069, 0.071, -0.449], "gap_ev": [3.16, 3.16], "total_charge": -2, "lumo_energy_ev": [4.0, 4.0], "e_homo_ev": [0.9, 0.9]}

=====

Calculated relative energy (zero: lowest compared OMol25 entry of this formula, charge and spin) (kJ/mol), listed in the same order as above: 0.0; 0.0
Calculated E (eV), listed in the same order as above: -640875.9833; -155307.9463